{"formula": "C17H26N2OZr", "method": "ωB97M-V with the def2-TZVPD basis set", "symbols": ["C", "C", "H", "H", "H", "H", "H", "H", "C", "C", "C", "C", "H", "H", "H", "H", "N", "C", "C", "N", "C", "C", "C", "H", "H", "C", "H", "H", "Zr", "C", "H", "H", "H", "C", "C", "C", "C", "O", "H", "H", "H", "H", "H", "H", "H", "H", "H"], "positions_angstrom": [[0.9131, 1.8700, 1.2212], [-1.4840, 2.4330, -0.8827], [0.3791, 1.7117, 2.1812], [0.4980, 2.8179, 0.7921], [2.0278, 2.1315, 1.4853], [-0.8105, 1.7554, -1.5568], [-2.5185, 2.4612, -1.3271], [-1.0311, 3.4892, -0.9281], [1.7089, -2.3005, 1.9634], [2.4075, -3.4208, 2.3705], [2.6750, -4.4000, 1.4020], [2.2570, -4.3224, 0.0740], [1.3688, -1.4163, 2.5226], [2.7337, -3.5339, 3.4150], [3.2124, -5.2969, 1.6512], [2.4310, -5.0806, -0.6924], [1.2598, -2.3022, 0.6829], [1.4752, -3.2407, -0.2904], [0.8014, -3.0266, -1.5567], [0.1003, -1.8418, -1.6971], [-0.2381, -1.4206, -2.9643], [0.4310, -3.5538, -3.8808], [-0.0686, -2.2573, -4.0772], [-0.6027, -0.3835, -2.9774], [-0.3637, -1.9472, -5.0869], [0.8577, -3.9244, -2.6215], [1.2558, -4.9172, -2.4221], [0.4820, -4.2992, -4.6657], [0.5034, -0.5722, 0.0068], [1.9833, 0.3691, -1.2324], [1.8588, 0.2500, -2.3230], [2.9098, -0.1525, -0.9058], [2.0734, 1.4467, -1.0085], [-1.3575, 4.1304, 1.2278], [-2.0664, 2.7774, 1.3736], [-1.9364, 2.2595, 2.8019], [-3.5488, 2.9246, 1.0994], [-1.5508, 1.8265, 0.4436], [-1.6260, 4.7889, 2.0652], [-1.6189, 4.6341, 0.2828], [-0.2773, 4.0734, 1.2360], [-2.7223, 2.7941, 3.3712], [-2.1081, 1.1976, 3.0268], [-0.9741, 2.5441, 3.2712], [-3.6788, 3.5611, 0.2271], [-4.0332, 1.9562, 0.9368], [-3.9883, 3.4069, 1.9655]], "mulliken_charge": [-1.222, -0.566, 0.260, 0.281, 0.230, 0.097, 0.287, 0.290, 0.064, -0.759, -0.328, -0.636, 0.460, 0.434, 0.471, 0.389, -0.344, 0.493, 1.024, -0.360, -0.006, -0.441, -0.737, 0.488, 0.425, -0.672, 0.368, 0.473, 1.306, -1.139, 0.427, 0.418, 0.387, -1.446, 1.558, -1.848, -1.839, -0.063, 0.418, 0.437, 0.473, 0.428, 0.318, 0.424, 0.422, 0.342, 0.515], "homo_lumo_gap_ev": [5.246, 5.236], "total_charge": 2, "de_lowest_kj_mol": 491.5, "spin_multiplicity": 1}

{"formula": "C12H17AsIN4O4OsS", "method": "ωB97M-V with the def2-TZVPD basis set", "symbols": ["Os", "N", "C", "C", "O", "O", "H", "H", "H", "H", "I", "C", "C", "C", "C", "C", "N", "H", "H", "H", "H", "S", "C", "N", "C", "As", "C", "C", "O", "H", "H", "H", "H", "H", "H", "H", "H", "H", "O", "C", "N"], "positions_angstrom": [[-0.0140, -0.0672, 0.0094], [-2.2063, -0.2882, 1.2725], [-1.9294, -0.8744, 2.5830], [-0.4317, -0.9775, 2.8402], [0.0432, -1.1507, 3.9189], [0.3349, -0.8783, 1.7339], [-2.7763, 0.5460, 1.3375], [-2.6538, -0.9490, 0.6523], [-2.3325, -1.8851, 2.6558], [-2.3704, -0.2857, 3.3860], [-2.2060, 3.0847, 0.0814], [-0.4707, 2.9525, 1.2342], [-0.1876, 4.0192, 2.0714], [0.9636, 3.9756, 2.8387], [1.7966, 2.8735, 2.7446], [1.4435, 1.8539, 1.8874], [0.3267, 1.8863, 1.1354], [-0.8586, 4.8636, 2.1160], [1.2041, 4.7969, 3.5001], [2.7015, 2.7915, 3.3275], [2.0580, 0.9706, 1.7940], [2.2753, -0.7868, -0.4114], [2.0703, -1.2806, -2.0116], [1.9327, -1.6530, -3.0950], [-0.9472, -1.5066, -4.0051], [-1.9225, -1.6924, -2.3775], [-2.7298, -3.4186, -2.3918], [-3.3007, -0.3637, -2.3760], [-1.0615, -1.6211, -0.9065], [-1.7004, -1.4965, -4.7949], [-0.2669, -2.3452, -4.1245], [-0.3747, -0.5858, -4.0160], [-3.2310, -3.5721, -3.3466], [-3.4470, -3.4993, -1.5769], [-1.9433, -4.1613, -2.2647], [-3.9632, -0.5430, -3.2217], [-2.8424, 0.6196, -2.4675], [-3.8733, -0.4212, -1.4512], [0.3849, 2.4363, -3.3867], [0.1503, 1.7008, -2.5168], [-0.1507, 0.9264, -1.6488]], "lowdin_spin": [2.874, 0.090, 0.008, 0.016, 0.029, 0.125, 0.003, 0.002, 0.001, 0.002, 0.009, 0.009, 0.001, 0.004, 0.001, 0.010, 0.051, 0.000, 0.000, 0.000, 0.002, 0.230, 0.037, 0.055, 0.004, 0.019, 0.006, 0.003, 0.142, 0.001, 0.000, 0.000, 0.001, 0.000, 0.000, 0.000, 0.000, 0.000, 0.099, 0.074, 0.093], "homo_lumo_gap_ev": [7.412, 7.100], "total_charge": 1, "de_lowest_kj_mol": 0.0, "spin_multiplicity": 5, "s2": 6.0188}

{"formula": "C33H35IIrN2O4", "method": "ωB97M-V with the def2-TZVPD basis set", "symbols": ["Ir", "C", "C", "C", "C", "C", "C", "C", "C", "C", "H", "H", "H", "H", "H", "H", "H", "H", "H", "H", "H", "H", "C", "C", "N", "C", "C", "C", "O", "C", "C", "N", "C", "C", "C", "C", "C", "C", "I", "C", "O", "H", "H", "H", "H", "H", "H", "H", "H", "H", "H", "H", "H", "C", "C", "C", "C", "C", "C", "C", "C", "C", "C", "O", "O", "H", "H", "H", "H", "H", "H", "H", "H", "H", "H", "H"], "positions_angstrom": [[0.0685, 0.3194, -0.3614], [-1.4465, 0.3665, -3.3610], [-1.1216, -0.8254, -2.5088], [-0.4445, -1.9219, -3.0595], [-0.3391, -3.1139, -2.3763], [0.3193, -4.3056, -3.0046], [-0.9078, -3.2297, -1.0847], [-1.5881, -2.1950, -0.5073], [-2.3646, -2.3680, 0.7655], [-1.6510, -0.9321, -1.1929], [-2.3558, 0.1450, -3.9266], [-0.6563, 0.5694, -4.0838], [-1.6417, 1.2583, -2.7681], [-0.0593, -1.8463, -4.0707], [-0.4435, -4.9741, -3.4118], [0.8909, -4.8726, -2.2697], [0.9743, -4.0176, -3.8248], [-0.8634, -4.1874, -0.5760], [-3.3695, -2.7258, 0.5298], [-2.4728, -1.4268, 1.3041], [-1.9048, -3.1088, 1.4222], [-2.4055, -0.2184, -0.8812], [-0.7780, -1.1568, 4.0602], [0.1745, -1.9974, 3.2951], [0.6896, -3.0762, 3.8441], [1.5710, -3.7992, 3.1454], [2.0637, -3.4754, 1.8650], [3.0831, -4.3669, 1.1927], [2.6594, -4.7315, -0.1169], [1.5485, -2.3517, 1.2510], [2.0825, -1.9029, -0.0200], [1.6103, -0.9868, -0.7906], [2.2705, -0.9031, -2.0894], [2.8655, -2.0273, -2.6615], [3.4793, -1.9460, -3.9001], [3.4836, -0.7555, -4.6111], [2.8714, 0.3653, -4.0730], [2.2799, 0.2712, -2.8246], [1.3837, 1.9343, -2.0043], [0.5328, -1.6220, 1.9314], [-0.0560, -0.6189, 1.4349], [-0.8574, -1.5290, 5.0770], [-1.7636, -1.1710, 3.5867], [-0.4489, -0.1155, 4.0600], [1.9392, -4.6897, 3.6448], [3.2773, -5.2405, 1.8144], [4.0335, -3.8385, 1.0909], [2.2298, -5.5927, -0.0838], [2.9783, -2.4129, -0.3429], [2.8206, -2.9880, -2.1639], [3.9479, -2.8282, -4.3155], [3.9458, -0.6987, -5.5872], [2.8581, 1.2989, -4.6200], [-2.4734, 7.4413, 2.8954], [-2.0340, 6.1226, 2.3242], [-1.7567, 5.0391, 3.1487], [-1.3383, 3.8200, 2.6386], [-1.0557, 2.6721, 3.5760], [-1.2108, 3.6956, 1.2489], [-1.5033, 4.7639, 0.3862], [-1.3666, 4.6520, -1.1111], [-1.9014, 5.9630, 0.9470], [-0.7185, 2.4369, 0.7013], [-1.3372, 1.7570, -0.2126], [0.3772, 1.8724, 1.0540], [-2.4607, 7.4320, 3.9829], [-3.4856, 7.6802, 2.5654], [-1.8258, 8.2464, 2.5468], [-1.8665, 5.1477, 4.2212], [-1.3002, 2.9494, 4.5987], [-0.0036, 2.3872, 3.5427], [-1.6501, 1.7924, 3.3136], [-0.3359, 4.4131, -1.3952], [-1.6165, 5.5964, -1.5882], [-2.0178, 3.8795, -1.5210], [-2.1118, 6.8032, 0.2949]], "lowdin_spin": [0.044, 0.000, 0.002, 0.000, 0.002, 0.000, 0.001, -0.001, 0.002, 0.002, 0.000, 0.000, 0.000, 0.000, 0.000, 0.000, 0.000, 0.000, 0.000, 0.001, 0.001, 0.000, 0.025, 0.169, -0.020, 0.222, 0.042, 0.001, -0.001, 0.080, -0.011, 0.041, 0.000, 0.006, -0.001, 0.007, 0.000, 0.005, -0.005, 0.100, 0.249, 0.000, 0.010, 0.008, 0.009, 0.000, 0.000, 0.000, -0.001, 0.000, 0.000, 0.000, 0.000, 0.000, 0.001, 0.000, 0.000, 0.000, 0.000, 0.000, 0.000, 0.000, 0.000, -0.001, 0.010, 0.000, 0.000, 0.000, 0.000, 0.000, 0.000, 0.000, 0.000, 0.000, 0.000, 0.000], "homo_lumo_gap_ev": [6.592, 4.619], "total_charge": 2, "de_lowest_kj_mol": 83.6, "spin_multiplicity": 2, "s2": 0.7808}

{"formula": "C24H20N2O6", "method": "ωB97M-V with the def2-TZVPD basis set", "symbols": ["C", "C", "C", "C", "C", "C", "C", "C", "C", "O", "C", "C", "C", "O", "H", "H", "H", "H", "H", "H", "H", "H", "H", "H", "C", "C", "C", "C", "C", "C", "N", "O", "O", "H", "H", "H", "H", "H", "C", "C", "C", "C", "C", "C", "N", "O", "O", "H", "H", "H", "H", "H"], "positions_angstrom": [[2.7459, 1.0095, -0.5974], [2.9892, -0.5475, -0.1457], [2.3477, -0.9606, 1.3054], [0.7092, -1.2774, 1.4133], [0.0435, -1.7474, 2.8660], [1.0422, -1.8850, 4.1997], [2.6510, -1.5375, 4.1200], [3.3019, -1.0678, 2.6535], [4.9253, -0.7359, 2.6815], [5.5428, 0.0959, 1.8069], [5.9226, -1.3864, 3.8532], [5.2917, -1.8020, 5.1370], [3.6526, -1.6783, 5.4393], [3.1685, -1.7335, 6.7108], [1.7431, 1.0791, -1.2211], [3.6145, 1.2723, -1.3691], [2.8309, 1.7983, 0.2629], [4.1460, -0.8005, -0.2146], [2.4693, -1.2504, -0.9583], [0.0353, -1.1862, 0.4464], [-1.1127, -1.9718, 2.9294], [0.5078, -2.2590, 5.1974], [7.0775, -1.4469, 3.6233], [5.9946, -2.2536, 5.9662], [-5.3607, 1.6107, 1.5288], [-5.0356, 1.1146, 0.2654], [-3.6999, 0.8991, -0.0795], [-2.6935, 1.1807, 0.8546], [-3.0165, 1.6861, 2.1210], [-4.3557, 1.9003, 2.4534], [-1.2892, 0.9322, 0.5073], [-1.0428, 0.5026, -0.6296], [-0.4312, 1.1622, 1.3715], [-6.4039, 1.7719, 1.7951], [-5.8244, 0.8928, -0.4503], [-3.4631, 0.5119, -1.0681], [-2.2452, 1.9137, 2.8538], [-4.6169, 2.2894, 3.4350], [-0.2717, 0.1754, -6.4571], [-1.1057, 1.2915, -6.3741], [-2.0712, 1.3705, -5.3687], [-2.1904, 0.3234, -4.4446], [-1.3596, -0.8018, -4.5301], [-0.3996, -0.8708, -5.5418], [-3.1862, 0.4121, -3.3699], [-3.9151, 1.4148, -3.3393], [-3.2384, -0.5183, -2.5527], [0.4834, 0.1208, -7.2394], [-1.0010, 2.1021, -7.0921], [-2.7134, 2.2471, -5.3175], [-1.4445, -1.6239, -3.8226], [0.2521, -1.7387, -5.6148]], "mulliken_charge": [-0.732, -0.565, 0.403, -0.322, -0.508, -0.560, 0.158, 0.207, 0.309, -0.549, -0.286, -0.364, 0.355, -0.541, 0.138, 0.319, 0.241, 0.329, 0.307, 0.437, 0.313, 0.284, 0.310, 0.289, -0.423, -0.583, 0.259, -0.100, -0.356, -0.504, 0.898, -0.463, -0.498, 0.373, 0.427, 0.212, 0.445, 0.376, -0.331, -0.503, -0.257, 0.075, -0.205, -0.618, 1.075, -0.578, -0.660, 0.374, 0.362, 0.436, 0.422, 0.372], "smiles": "CCc1cccc2c1C(=O)C=CC2=O.O=[N+]([O-])c1ccccc1.O=[N+]([O-])c1ccccc1", "homo_lumo_gap_ev": 7.030, "de_lowest_kj_mol": 2048.0, "spin_multiplicity": 1}

{"formula": "C18H34Br2CaClCs2F8N5O11P", "method": "ωB97M-V with the def2-TZVPD basis set", "symbols": ["C", "C", "F", "C", "N", "C", "C", "N", "C", "C", "C", "O", "O", "C", "C", "O", "O", "C", "C", "C", "F", "H", "H", "H", "H", "H", "H", "H", "H", "H", "H", "H", "H", "H", "H", "H", "H", "H", "H", "H", "H", "H", "H", "H", "H", "H", "F", "P", "F", "F", "F", "F", "F", "N", "C", "C", "C", "C", "C", "H", "H", "H", "H", "H", "Cs", "N", "O", "O", "O", "N", "H", "H", "H", "H", "Br", "Cs", "Br", "O", "Cl", "O", "O", "O", "Ca"], "positions_angstrom": [[3.9926, 1.4338, -0.2018], [2.7358, 0.5815, -0.4556], [2.0707, 1.2137, -1.4787], [3.0895, -0.7809, -0.9913], [1.8760, -1.2848, -1.7259], [0.6867, -1.1398, -0.8124], [-0.5256, -1.9966, -1.1175], [-0.2727, -3.3593, -1.6135], [1.1241, -3.7346, -1.8003], [1.6685, -4.2978, -0.4482], [0.5615, -4.7100, 0.5631], [0.6482, -4.2980, 1.6886], [-0.4964, -5.5376, 0.2733], [2.0171, -2.6032, -2.4047], [3.4145, -3.2162, -2.3828], [4.3010, -2.5178, -3.2257], [5.6006, -3.0397, -2.9732], [1.6568, -2.4954, -3.9340], [0.3665, -1.7375, -4.3137], [0.6353, -0.9470, -5.5868], [-0.7215, -2.6419, -4.6875], [4.0925, 1.5737, 0.8705], [4.8723, 0.9822, -0.6491], [3.8050, 2.4083, -0.6550], [2.1407, 0.5750, 0.4548], [3.9155, -0.6224, -1.6768], [3.4498, -1.4494, -0.2151], [1.7745, -0.5742, -2.4632], [0.3379, -0.1275, -0.8514], [1.0335, -1.3908, 0.1828], [-1.1904, -1.4327, -1.7979], [-1.0862, -2.0751, -0.1883], [-0.8867, -3.6589, -2.3645], [1.1456, -4.5565, -2.5126], [2.2653, -3.5340, 0.0615], [2.3485, -5.1935, -0.6611], [-1.1840, -5.1914, 0.8586], [3.2977, -4.2275, -2.7902], [3.8532, -3.3465, -1.3958], [6.0404, -2.3335, -2.4766], [1.5825, -3.5140, -4.3082], [2.4536, -2.0244, -4.4953], [0.0361, -0.9915, -3.5956], [0.6556, -1.6042, -6.4521], [-0.1400, -0.1989, -5.7329], [1.5657, -0.3928, -5.5091], [-0.6929, 3.8288, -5.5273], [0.1514, 3.0790, -4.3365], [1.4057, 2.0273, -4.6285], [0.0188, 2.3096, -2.8773], [-0.3849, 4.3006, -3.3527], [1.3768, 4.1339, -4.7208], [-0.8308, 1.8214, -4.8804], [-0.4425, 1.2473, 1.2543], [-0.9239, 1.9341, 2.2977], [-1.4259, 3.2255, 2.2046], [-1.4323, 3.8416, 0.9568], [-0.9401, 3.1486, -0.1329], [-0.4632, 1.8665, 0.0739], [-0.8942, 1.4127, 3.2506], [-1.7991, 3.7348, 3.0804], [-1.8135, 4.8474, 0.8419], [-0.9171, 3.5823, -1.1250], [-0.0679, 1.3051, -0.7510], [2.3854, -6.6797, 0.6705], [-4.0752, 4.2032, 4.2551], [-4.2920, 5.2242, 3.6887], [-3.0468, 4.0361, 4.9732], [-4.8884, 3.2069, 4.1295], [-3.7596, 2.2457, 6.6587], [-3.4307, 2.9822, 5.9376], [-4.7701, 2.4185, 6.9003], [-3.6035, 1.2541, 6.2707], [-3.1714, 2.3060, 7.5596], [-2.3504, 0.5892, 7.7385], [-2.1008, -3.8289, -3.6694], [3.2553, 4.0378, -3.1577], [-6.5362, 1.7678, 10.1533], [-6.3363, 2.9893, 9.4356], [-6.2115, 2.6496, 7.9953], [-5.1121, 3.6236, 9.8273], [-7.4478, 3.8654, 9.5821], [-5.0157, 0.9871, 5.3258]], "mulliken_charge": [-1.279, 0.694, -0.258, -1.266, 0.720, -0.092, -1.683, 0.364, -0.981, -2.394, 0.301, -0.453, -0.376, 1.378, -2.231, -0.197, -0.443, -1.924, 1.002, -1.735, -0.489, 0.377, 0.374, 0.269, 0.353, 0.898, 0.115, 0.873, -1.130, 0.779, 0.537, 0.429, 0.694, 1.206, 1.048, 0.167, 0.380, 1.041, 0.338, 0.353, 0.739, 0.669, -0.072, 0.436, 0.404, 0.458, -0.321, 0.843, -0.279, -0.168, -0.351, -0.336, -0.361, -0.077, -0.725, -0.376, -0.557, -0.896, 0.325, 0.513, 0.622, 0.469, 0.514, 0.614, 0.933, 1.148, -0.522, -0.726, -0.751, -0.196, 0.288, 0.456, -0.064, 0.378, -0.512, 0.862, -0.639, -0.626, 1.668, -0.851, -0.635, -0.598, 1.542], "homo_lumo_gap_ev": 1.301, "total_charge": 1, "spin_multiplicity": 1}